# 1
Density functional theory data (ωB97M-V/def2-TZVPD) for the ion C3H7NOS with charge -2 in a non-equilibrium geometry.

Geometry as XYZ:
```
13
Properties=species:S:1:pos:R:3:forces:R:3
O 2.5960 -1.3885 0.8687 0.53 0.04 1.09
C 1.8677 -0.4686 0.2870 -1.61 -0.25 -1.23
N 0.3407 -0.6361 0.6105 0.60 0.34 1.04
C -0.8373 0.2441 0.4959 1.86 -0.74 -0.70
C -1.1405 0.6322 -0.9496 -2.00 0.54 0.93
S -2.9364 1.4404 -0.7789 1.33 0.31 -0.73
H 2.1328 0.6590 0.4418 -0.38 -1.03 -0.05
H 1.8559 -0.7286 -0.8109 0.28 1.09 -0.26
H 0.2111 -1.6244 0.7583 -0.28 0.08 -0.02
H -0.7045 1.1690 1.0824 0.06 -0.07 -0.17
H -1.7134 -0.2383 0.9030 -0.15 -0.33 0.21
H -1.4414 -0.2037 -1.5801 0.74 -0.24 0.13
H -0.2304 1.1433 -1.3281 -0.97 0.28 -0.24
```
Positions in Å, forces in eV/Å.

LUMO, eV: 6.18
SMILES string: [O-]CNCC[S-]
HOMO energy, eV: 0.6810
Gap between HOMO and LUMO, eV: 5.50
Molar mass, g mol⁻¹: 105.2
Net charge: -2
Energy above the lowest of the compared OMol25 structures with the same formula, charge and spin, eV: 1.077
E, eV: -17593.854

Which charges does Löwdin predict for the atoms? In e, they are: O -0.38; C -0.61; N -0.10; C -0.44; C -0.65; S -0.16; H 0.08; H 0.05; H 0.05; H 0.07; H 0.04; H 0.00; H 0.05

=====

# 2
Density functional theory data (ωB97M-V/def2-TZVPD) for a cluster of 3 separate species, C3H7NOS in total in a non-equilibrium geometry.

Geometry as XYZ:
```
13
Properties=species:S:1:pos:R:3:forces:R:3
C -2.6679 -0.9560 -0.3986 0.17 -0.22 0.20
C 1.3565 -1.2389 -0.0632 0.95 0.70 -0.83
C -2.0906 -1.3936 0.5491 -0.18 0.17 -0.19
N 0.0148 2.0201 -0.1628 -0.05 -0.04 -0.07
O 3.3454 0.2064 0.6236 0.45 0.41 0.12
S 2.5790 -0.2729 -0.5269 -1.36 -1.19 0.68
H -3.1664 -0.5998 -1.2497 -0.29 0.25 -0.47
H -0.7873 2.6220 -0.0184 0.07 0.01 0.01
H 1.1437 -1.4796 0.9610 0.14 0.07 0.33
H 0.7158 -1.6329 -0.8284 -0.14 -0.03 -0.32
H -1.5886 -1.7441 1.4008 0.26 -0.23 0.47
H 0.5427 2.3884 -0.9462 -0.03 0.05 0.08
H 0.6028 2.0807 0.6598 0.00 0.05 -0.01
```
Positions in Å, forces in eV/Å.

LUMO, eV: 0.01
HOMO energy, eV: -9.4813
Gap between HOMO and LUMO, eV: 9.49
Molar mass, g mol⁻¹: 105.2
Net charge: 0
Energy above the lowest of the compared OMol25 structures with the same formula, charge and spin, eV: 4.351
E, eV: -17593.578

Which charges does Löwdin predict for the atoms? In e, they are: C 0.00; C -0.32; C -0.01; N 0.01; O -0.58; S 0.84; H 0.01; H 0.01; H 0.02; H 0.00; H 0.01; H 0.00; H 0.01

=====

# 3
Density functional theory data (ωB97M-V/def2-TZVPD) for the molecule C3H7NOS in a non-equilibrium geometry.

Geometry as XYZ:
```
13
Properties=species:S:1:pos:R:3:forces:R:3
N -0.6154 1.0685 0.7250 0.54 0.06 -0.26
C 0.0164 0.4967 -0.4746 -0.93 0.04 0.71
C 1.2411 1.3351 -0.8533 -1.50 -0.13 -0.08
O 1.5344 2.3243 -0.2417 0.64 0.01 -0.10
C 0.3849 -0.9812 -0.1941 -0.68 0.33 -1.04
S -1.1009 -1.9757 0.3811 1.54 0.93 0.32
H -0.0443 1.8658 0.9891 -0.18 0.08 0.18
H -1.5526 1.4042 0.5579 -0.01 -0.09 -0.11
H -0.6799 0.5562 -1.3444 0.48 -0.16 0.37
H 1.6898 1.0437 -1.8074 0.67 -0.05 -0.12
H 1.2462 -0.9667 0.4668 -0.23 -0.50 0.49
H 0.7099 -1.4187 -1.1403 -0.01 -0.27 0.09
H -1.0088 -1.4400 1.6269 -0.32 -0.24 -0.44
```
Positions in Å, forces in eV/Å.

LUMO, eV: 0.62
SMILES string: N[C@@H](C=O)CS
HOMO energy, eV: -9.2087
Gap between HOMO and LUMO, eV: 9.83
Molar mass, g mol⁻¹: 105.2
Net charge: 0
Energy above the lowest of the compared OMol25 structures with the same formula, charge and spin, eV: 1.285
E, eV: -17596.644

Which charges does Löwdin predict for the atoms? In e, they are: N 0.02; C -0.44; C -0.22; O 0.06; C -0.50; S 0.66; H 0.06; H 0.07; H 0.15; H 0.13; H 0.08; H 0.06; H -0.14